No. 1
Computed, not measured: a structure of composition C17H12F6IN4O6S3W, with ωB97M-V/def2-TZVPD.

- LUMO (spin up / spin down) (eV) = -6.21 / -6.21
- highest occupied orbital energy (spin up / spin down) (hartree) = -0.452 / -0.452
- charge = +1
- molecular weight (u) = 889.2
- orbital gap (spin up / spin down) (eV) = 6.09 / 6.09
- energy (eV) = -94798.508

CARTESIAN COORDINATES (ANGSTROEM)
W  0.50  -0.36  -0.67
I  3.10  -0.76  -0.60
S  0.36  -2.09  -3.60
S  -1.86  0.31  -0.88
S  -1.09  -3.29  -1.59
F  -0.09  -4.87  0.23
F  -1.54  -0.53  -4.45
F  0.34  -0.33  -5.50
F  1.37  -3.92  -1.09
F  -0.91  -2.06  -5.86
F  0.15  -5.57  -1.81
O  0.33  -0.96  1.12
O  -1.15  3.45  3.45
O  0.62  -0.98  -2.61
O  -2.37  -3.85  -1.39
O  -0.79  -2.11  -0.73
O  1.53  -2.67  -4.13
N  -0.74  -1.19  4.50
N  0.63  1.42  0.50
N  -0.76  -3.03  -3.09
N  -1.96  3.14  -0.80
C  0.99  2.28  -0.55
C  0.84  1.44  -1.64
C  1.07  1.92  -2.93
C  -0.53  1.14  3.97
C  0.17  -4.52  -1.02
C  -0.51  -1.18  -4.97
C  -0.34  -1.56  3.30
C  -0.11  0.79  2.68
C  0.31  1.76  1.71
C  1.64  4.05  -1.91
C  -0.62  2.57  4.44
C  1.47  3.24  -3.04
C  -0.03  -0.57  2.34
C  -0.84  0.10  4.82
C  -1.92  1.99  -0.83
C  -0.26  -3.01  2.96
C  1.41  3.59  -0.63
H  -1.20  2.61  5.36
H  1.96  5.07  -2.06
H  0.36  2.81  1.98
H  -1.19  0.30  5.83
H  -2.11  3.43  3.48
H  -1.19  -3.33  2.49
H  0.96  1.30  -3.81
H  0.38  2.94  4.68
H  0.56  -3.23  2.28
H  1.54  4.23  0.23
H  -0.13  -3.58  3.88
H  1.67  3.66  -4.02

Atomic partial charges in e from the Mulliken method, atoms 1 to 2: -0.40 -0.09

=====

No. 2
Computed, not measured: the molecule C17H13Cl3N4O3S at a distorted geometry, with ωB97M-V/def2-TZVPD.

- ΔE to the lowest compared entry with this formula, charge and spin (kcal per mole) = 57.3
- LUMO (eV) = -0.69
- highest occupied orbital energy (hartree) = -0.341
- charge = 0
- SMILES = O=S(=O)(CC1CC1)c1nnc(-c2cnc(Oc3cc(Cl)cc(Cl)c3)c(Cl)c2)[nH]1
- molecular weight (u) = 459.7
- orbital gap (eV) = 8.58
- energy (eV) = -78340.393

CARTESIAN COORDINATES (ANGSTROEM)
Cl  -2.37  -0.72  -2.78
Cl  1.99  -3.85  -2.94
Cl  -2.51  -6.90  -4.54
S  3.22  2.67  2.01
O  4.13  2.60  3.16
O  -2.93  -3.19  -1.29
O  4.01  2.29  0.83
N  1.27  0.89  1.17
N  0.27  0.19  3.00
N  -2.16  -2.43  0.71
N  1.31  1.02  3.28
C  0.23  0.12  1.67
C  0.33  -4.43  -2.77
C  -1.20  -0.08  -0.38
C  -0.76  -0.53  0.88
C  -1.67  -5.73  -3.63
C  -2.52  -4.97  -2.87
C  -0.27  -5.38  -3.68
C  -1.39  -1.59  1.42
C  -0.60  -3.69  -2.10
C  1.34  4.71  1.03
C  0.20  5.67  1.40
C  -1.95  -0.95  -1.12
C  -0.09  4.18  1.41
C  1.86  1.54  2.24
C  -2.01  -3.98  -1.99
C  2.56  4.36  2.02
C  -2.41  -2.18  -0.55
H  -0.17  -2.80  -1.62
H  -1.10  0.95  -0.74
H  -0.61  3.55  0.81
H  -0.18  3.88  2.46
H  -3.66  -5.23  -2.88
H  1.60  0.99  0.27
H  -1.30  -1.88  2.42
H  0.29  -5.95  -4.37
H  -0.31  6.38  0.77
H  3.47  4.99  1.87
H  1.54  4.66  0.00
H  2.24  4.59  3.10
H  0.35  6.27  2.34

Atomic partial charges in e from the Mulliken method, atoms 1 to 2: -0.17 -0.20

=====

No. 3
Computed, not measured: a structure of composition C17H13ClN13O5SV, with ωB97M-V/def2-TZVPD.

- <S²> = 2.02
- ΔE to the lowest compared entry with this formula, charge and spin (kcal per mole) = 10.9
- multiplicity = 3
- LUMO (spin up / spin down) (eV) = 4.28 / 4.21
- highest occupied orbital energy (spin up / spin down) (hartree) = -0.112 / -0.114
- charge = -2
- molecular weight (u) = 597.8
- orbital gap (spin up / spin down) (eV) = 7.33 / 7.33
- energy (eV) = -96498.279

CARTESIAN COORDINATES (ANGSTROEM)
V  -1.01  0.99  0.30
Cl  0.42  -0.08  -4.05
S  -0.58  3.37  2.62
O  -1.19  3.49  3.95
O  2.17  1.28  1.04
O  0.11  1.64  -1.10
O  3.38  -2.62  0.09
O  1.89  2.29  -2.26
N  -4.29  2.86  -1.70
N  -3.09  0.96  -2.49
N  -3.25  3.18  0.18
N  1.57  -0.93  0.77
N  -4.19  3.61  -0.58
N  0.30  -0.62  1.11
N  -1.58  -1.82  -1.06
N  -2.66  2.11  -0.42
N  -0.81  2.16  1.82
N  -2.31  -0.19  1.57
N  -1.78  -0.48  -1.08
N  -2.23  -2.35  -2.04
N  -2.91  -1.41  -2.72
C  -3.82  -1.91  3.10
C  6.23  -0.72  -1.08
C  4.15  -1.55  -0.19
C  3.74  -0.23  0.07
C  5.83  0.59  -0.85
C  -0.37  -1.54  1.71
C  -2.51  -2.21  2.80
C  -2.61  -0.28  -2.10
C  -4.36  -0.71  2.65
C  1.10  1.44  -1.90
C  -3.34  1.95  -1.56
C  2.40  0.14  0.67
C  -3.57  0.12  1.88
C  -1.77  -1.32  2.03
C  4.59  0.82  -0.28
C  5.41  -1.78  -0.75
C  1.23  0.02  -2.45
H  4.22  1.82  -0.10
H  -5.38  -0.43  2.88
H  7.20  -0.91  -1.53
H  -4.41  -2.59  3.70
H  2.51  -2.24  0.43
H  5.70  -2.80  -0.93
H  0.75  -0.72  -1.81
H  -3.93  1.07  1.50
H  6.46  1.43  -1.12
H  0.11  -2.48  1.98
H  -3.78  0.91  -3.22
H  2.28  -0.21  -2.61
H  -2.05  -3.13  3.14

Atomic partial charges in e from the Mulliken method, atoms 1 to 2: 0.35 -0.26

=====

No. 4
Computed, not measured: a structure of composition C17H13ClO12P2Ta at a distorted geometry, with ωB97M-V/def2-TZVPD.

- ΔE to the lowest compared entry with this formula, charge and spin (kcal per mole) = 0.0
- LUMO (eV) = 1.62
- highest occupied orbital energy (hartree) = -0.210
- charge = -1
- molecular weight (u) = 687.6
- orbital gap (eV) = 7.33
- energy (eV) = -75072.068

CARTESIAN COORDINATES (ANGSTROEM)
Ta  -0.28  0.20  -0.76
Cl  0.57  -4.52  4.91
P  -2.53  -0.71  -2.51
P  -0.86  -2.70  -1.17
O  -2.79  4.55  -1.99
O  -0.51  -4.13  -1.22
O  -2.27  -0.07  -1.10
O  0.31  -1.64  -1.46
O  -3.81  5.14  0.76
O  -0.89  2.11  -1.60
O  -2.01  -2.23  -2.23
O  -3.80  -0.63  -3.25
O  -2.90  2.93  2.60
O  -1.36  -2.12  0.26
O  -1.02  1.17  0.89
O  -1.20  -0.10  -3.27
C  1.38  -2.57  1.53
C  2.56  0.08  -2.27
C  -2.56  3.89  -0.99
C  1.07  -1.21  1.85
C  2.07  2.03  -1.24
C  0.51  -1.94  4.12
C  0.63  -0.92  3.17
C  -3.11  4.20  0.44
C  0.77  -3.26  3.75
C  3.40  1.73  -0.99
C  -1.69  2.72  -0.76
C  -1.74  2.22  0.57
C  3.70  0.52  -1.62
C  1.19  -3.59  2.45
C  1.25  -0.15  0.84
C  1.49  1.00  -2.05
C  -2.61  3.03  1.42
H  -1.42  0.51  -4.01
H  2.45  -0.83  -2.85
H  2.13  -0.32  0.22
H  4.67  0.03  -1.62
H  1.51  2.91  -0.92
H  0.39  0.12  3.46
H  4.10  2.37  -0.46
H  0.68  1.15  -2.76
H  1.77  -2.80  0.52
H  1.24  0.85  1.28
H  0.17  -1.72  5.13
H  -2.03  -2.63  0.75
H  1.35  -4.64  2.18

Atomic partial charges in e from the Mulliken method, atoms 1 to 2: 1.83 -0.25